Below is a cluster of 15 separate species, C4H37NO15 in total at a distorted geometry, with properties calculated with ωB97M-V/def2-TZVPD.

Cartesian coordinates (Å):
C 2.2265 0.7357 -0.6494
C 0.8279 0.9271 -0.2327
N 0.2300 2.1220 -0.3899
C -1.1294 2.3982 0.0451
C 0.9845 3.2508 -0.9026
O 0.1666 -0.0697 0.1995
H 2.9058 1.5041 -0.2542
H 2.6408 -0.2419 -0.3887
H 2.3124 0.7842 -1.7582
H -1.1481 3.3967 0.5293
H -1.5086 1.6187 0.7221
H -1.8365 2.4597 -0.8236
H 0.3548 4.1241 -1.0838
H 1.7597 3.5786 -0.2134
H 1.4555 2.9995 -1.8668
H 1.0592 -0.9106 1.5311
H 1.0281 -0.6855 3.0631
O 1.4556 -1.2191 2.3605
H -1.9988 0.7748 -2.5421
H -2.5033 1.0221 -3.9378
O -1.8840 1.4001 -3.3001
H 3.8950 3.6947 2.2464
H 2.9333 2.4814 2.4285
O 3.1257 3.2644 1.8694
H -3.0699 -0.1279 1.5184
H -4.5094 -0.4664 1.1144
O -3.8083 0.1414 0.9122
H -1.2109 -3.5163 -1.0505
H -0.9268 -4.9305 -0.4685
O -0.7331 -4.0072 -0.2985
H 0.8208 -3.2836 -0.7304
H 1.1597 -1.8384 -0.6227
O 1.4687 -2.6314 -1.0760
H -0.2488 1.0142 -3.4315
H 0.9624 0.7744 -4.4601
O 0.6863 0.7138 -3.5448
H -2.1320 -1.9040 -1.9246
H -1.1059 -2.5899 -2.8738
O -1.8783 -2.7891 -2.2861
H -0.8238 -3.4348 1.3992
H 0.1675 -2.7807 2.3669
O -0.7703 -3.0372 2.2775
H 0.8751 -2.2911 -2.6703
H 0.4888 -1.0140 -3.5126
O 0.3928 -1.9950 -3.4757
H -2.8423 -0.1007 -0.5837
H -1.2660 -0.2665 -0.7395
O -2.1383 -0.2992 -1.2310
H 1.8838 1.0618 3.8272
H 2.8564 0.2915 2.9487
O 2.8069 1.1128 3.4609
H -1.4432 -1.4782 2.2850
H -0.9995 -0.2373 1.4632
O -1.5679 -0.4957 2.2562
H -0.0901 0.2239 4.9480
H -0.5560 0.2578 3.4823
O 0.1992 0.5130 4.0688

Its HOMO energy is -0.3834 hartree. Its multiplicity is 1. Its total charge is 0. The calculation puts the energy above the lowest of the compared OMol25 structures with the same formula, charge and spin at 0.00 kcal per mole. Its HOMO-LUMO gap is 10.75 eV.

Results of the Mulliken charge analysis, in e, for atoms 1 through 8: atom 1 (C): -1.605, atom 2 (C): 0.868, atom 3 (N): 0.561, atom 4 (C): -0.861, atom 5 (C): -1.190, atom 6 (O): -0.448, atom 7 (H): 0.432, atom 8 (H): 0.354

Below is the molecule C3H5NO2, with properties calculated with ωB97M-V/def2-TZVPD.

Cartesian coordinates (Å):
C -1.6780 0.0878 -0.1310
C -0.3291 0.3041 0.5092
O -0.1025 1.1671 1.3267
N 0.6941 -0.5235 0.0292
C 1.9949 -0.0592 -0.0878
O 2.8728 -0.6868 -0.6282
H -1.5632 -0.0647 -1.2087
H -2.2841 0.9762 0.0510
H -2.1913 -0.7817 0.2911
H 0.4829 -1.3757 -0.4758
H 2.1034 0.9563 0.3242

Its HOMO energy is -0.3769 hartree. Its multiplicity is 1. Its total charge is 0. The calculation puts the energy above the lowest of the compared OMol25 structures with the same formula, charge and spin at 2.99 kcal per mole. The SMILES is CC(=O)NC=O. Its HOMO-LUMO gap is 10.94 eV.

Results of the Mulliken charge analysis, in e, for atoms 1 through 8: atom 1 (C): -1.007, atom 2 (C): 0.649, atom 3 (O): -0.540, atom 4 (N): -0.154, atom 5 (C): 0.075, atom 6 (O): -0.520, atom 7 (H): 0.321, atom 8 (H): 0.305

Below is a cluster of 4 separate species, C20H36NO10S in total at a distorted geometry, with properties calculated with ωB97M-V/def2-TZVPD.

Cartesian coordinates (Å):
O 1.4058 -1.7656 -0.2760
C 0.5277 -1.0256 -1.1408
C -0.0922 -2.0250 -2.1909
C -0.8089 -3.2812 -1.5317
S -0.7821 -4.6262 -2.7831
C 0.2839 -6.0336 -2.1966
C 1.3077 -5.6639 -1.2480
C 2.1964 -6.7675 -0.8073
C 1.8535 -8.0425 -1.4369
C 0.7529 -8.2484 -2.3633
N -0.0399 -7.2112 -2.7386
H 0.8574 -2.0950 0.4577
H 1.1586 -0.3062 -1.7324
H -0.2556 -0.4292 -0.6083
H 0.7072 -2.4370 -2.8629
H -0.8131 -1.4729 -2.8614
H -0.4021 -3.5594 -0.5324
H -1.8900 -2.9860 -1.4030
H -2.0483 -5.1632 -2.7776
H 1.4509 -4.6210 -0.8774
H 3.0316 -6.6301 -0.0925
H 2.4846 -8.9304 -1.1844
H 0.5409 -9.2471 -2.8158
C 2.8057 3.9879 0.1524
C 2.6071 2.9659 1.2548
O 1.6181 3.4024 2.1980
C 0.3483 3.2890 1.8002
O -0.0315 2.8526 0.7418
O -0.4327 3.7724 2.7745
C -1.8210 3.8103 2.4412
H 3.0337 4.9678 0.5758
H 3.6207 3.6874 -0.5075
H 1.9027 4.1025 -0.4486
H 3.5364 2.8501 1.8133
H 2.3466 1.9841 0.8533
H -2.1757 2.8350 2.1076
H -1.9992 4.5660 1.6753
H -2.3689 4.0896 3.3400
C 0.3063 4.2955 5.7540
C 1.6153 5.0113 5.4880
O 2.2831 5.3500 6.7113
C 2.9053 4.3397 7.3267
O 2.9590 3.1977 6.9440
O 3.4405 4.8117 8.4596
C 4.0537 3.8110 9.2715
H -0.3233 4.8834 6.4261
H -0.2316 4.1229 4.8231
H 0.4723 3.3314 6.2372
H 1.4153 5.9523 4.9740
H 2.2716 4.4238 4.8429
H 4.7866 3.2354 8.7059
H 3.2910 3.1533 9.6909
H 4.5654 4.3165 10.0888
C -3.9111 -1.8547 -8.2094
C -4.4801 -2.4720 -6.9473
O -3.7307 -2.0733 -5.7872
C -3.9693 -0.8320 -5.3469
O -4.7432 -0.0460 -5.8209
O -3.1689 -0.6058 -4.2915
C -3.2474 0.7281 -3.7817
H -2.8466 -2.0808 -8.3000
H -4.4311 -2.2335 -9.0900
H -4.0064 -0.7685 -8.1963
H -4.4013 -3.5582 -7.0077
H -5.5373 -2.2310 -6.8214
H -4.2766 1.0067 -3.5567
H -2.8090 1.4257 -4.4961
H -2.6686 0.7651 -2.8592

Its HOMO energy is -0.4361 hartree. Its multiplicity is 1. Its total charge is +1. The calculation puts the energy above the lowest of the compared OMol25 structures with the same formula, charge and spin at 0.00 kcal per mole. Its HOMO-LUMO gap is 8.37 eV.

Results of the Mulliken charge analysis, in e, for atoms 1 through 8: atom 1 (O): -0.500, atom 2 (C): -0.749, atom 3 (C): -0.196, atom 4 (C): -0.785, atom 5 (S): 0.046, atom 6 (C): 0.512, atom 7 (C): -0.071, atom 8 (C): -0.595

Below is a cluster of 9 separate species, C51H93Br2ClINO11S in total at a distorted geometry, with properties calculated with ωB97M-V/def2-TZVPD.

Cartesian coordinates (Å):
C 5.4102 -4.7788 1.2889
C 5.3054 -3.4861 1.8639
C 5.0629 -1.9801 2.5500
C 6.3072 -1.0447 1.9525
C 7.7505 -1.0748 2.7434
C 7.9108 -2.0394 4.0957
C 7.6487 -1.2440 5.5044
O 6.2975 -0.6816 5.6521
C 6.2842 0.7834 5.5139
C 5.3069 1.6018 4.4471
O 7.0603 1.5751 6.3048
C 9.0132 -0.1779 2.1623
Cl 10.6395 -0.2240 3.0674
C 8.7476 0.7055 0.7731
C 10.0641 1.5585 0.1976
C 11.0483 0.5299 -0.6796
C 10.8220 0.6653 -2.3101
I 12.7285 1.0677 -3.3990
C 7.2799 0.7038 -0.0126
C 6.0189 -0.1659 0.5594
N 4.6449 -0.3073 -0.0400
C 4.2229 0.8594 -0.8931
C 2.5768 1.1337 -1.0071
C 1.5203 0.1628 -0.1526
C 0.5892 1.0428 0.9120
C 1.3559 2.3524 1.5323
C 0.3034 -0.0024 2.1856
C 1.9395 2.3555 -1.9550
C 0.3048 2.6109 -2.1192
C -0.2806 1.2176 -2.8360
C -1.2852 1.5109 -4.0998
C -2.8340 1.3308 -3.5018
C -3.1679 -0.2629 -3.1741
C -4.4546 -0.2311 -2.1187
C -3.9040 -0.2915 -0.5456
C -4.2427 -1.7623 0.1023
O -5.3974 -1.6047 1.0066
C -4.9579 -1.2365 2.3713
C 2.9826 3.3364 -2.8061
Br 2.3690 4.8200 -4.0429
C 4.6126 3.1265 -2.6929
Br 5.8239 4.3421 -3.7443
C 5.1786 1.8878 -1.7319
S 7.0418 1.6789 -1.6206
H 5.6777 -5.8714 0.8919
H 5.1457 -2.0241 3.7205
H 4.0223 -1.5369 2.2431
H 9.0144 -2.4944 4.1149
H 7.1879 -2.9743 4.0681
H 7.7685 -2.0534 6.3711
H 8.5247 -0.4805 5.6416
H 5.3458 1.1688 3.3597
H 4.1829 1.6001 4.7843
H 5.7179 2.7140 4.3748
H 9.7066 2.4617 -0.4778
H 10.7001 1.9568 1.1218
H 10.8551 -0.5955 -0.3866
H 12.1988 0.7268 -0.4507
H 10.0143 1.4712 -2.5992
H 10.4442 -0.3661 -2.7508
H 4.5177 -1.2295 -0.5219
H 0.8472 -0.4609 -0.9130
H 2.0789 -0.6353 0.5074
H -0.4698 1.3054 0.4770
H 1.2641 3.2688 0.7905
H 2.4646 2.1738 1.8610
H 0.7649 2.6851 2.5145
H 0.3299 -1.1313 1.8362
H 1.1310 0.1311 3.0338
H -0.7532 0.1739 2.6761
H 0.0371 3.4753 -2.8609
H -0.2474 2.7905 -1.1034
H -0.7913 0.6187 -1.9423
H 0.6405 0.5342 -3.1656
H -1.1280 2.5748 -4.5661
H -1.1317 0.6327 -4.8929
H -2.8176 1.8773 -2.4464
H -3.6402 1.8203 -4.2243
H -2.2953 -0.8135 -2.6045
H -3.4004 -0.8945 -4.1319
H -5.1912 -1.1201 -2.3149
H -5.0068 0.7890 -2.3317
H -4.3832 0.5641 0.1084
H -2.7396 -0.1444 -0.4843
H -3.3014 -2.2526 0.6156
H -4.5757 -2.5278 -0.7461
H -3.8043 -1.3563 2.5427
H -5.6134 -1.8637 3.1426
H -5.2176 -0.0991 2.5104
C 9.1679 7.5933 -2.0412
C 7.7752 8.0746 -1.6904
O 7.0170 8.2702 -2.8749
H 9.6752 8.3193 -2.6850
H 9.7671 7.4421 -1.1388
H 9.1236 6.6511 -2.5971
H 7.8231 9.0272 -1.1544
H 7.2567 7.3481 -1.0574
H 6.9734 7.4167 -3.3394
C -8.8019 0.2714 -4.1342
C -8.0062 0.9538 -3.0409
O -6.7809 1.4428 -3.5659
H -8.2313 -0.5579 -4.5651
H -9.7478 -0.1155 -3.7447
H -9.0157 0.9689 -4.9507
H -7.7759 0.2477 -2.2375
H -8.5648 1.7922 -2.6139
H -6.9964 2.0751 -4.2728
C -5.6869 -2.0411 6.5641
C -4.1800 -1.9401 6.4482
O -3.8307 -1.2324 5.2678
H -6.1064 -2.5537 5.6922
H -5.9728 -2.5883 7.4669
H -6.1406 -1.0452 6.5968
H -3.7326 -2.9370 6.3937
H -3.7543 -1.4174 7.3101
H -4.2258 -0.3458 5.3299
C 5.2824 -5.3647 -3.1823
C 5.8135 -6.2666 -2.0875
O 4.8081 -6.4856 -1.1090
H 4.9602 -4.4041 -2.7670
H 6.0471 -5.1822 -3.9426
H 4.4070 -5.8133 -3.6631
H 6.6745 -5.8048 -1.5951
H 6.1257 -7.2339 -2.4928
H 4.0514 -6.9036 -1.5547
C -8.4744 0.3795 0.6676
C -8.4232 -0.2818 2.0294
O -7.9545 0.6424 3.0001
H -7.4827 0.7426 0.3786
H -8.8296 -0.3213 -0.0932
H -9.1395 1.2491 0.6840
H -7.7408 -1.1368 2.0143
H -9.4136 -0.6360 2.3312
H -8.5718 1.3939 3.0116
C -7.2665 -3.7693 -2.1127
C -8.6592 -3.2880 -1.7620
O -9.4174 -3.0925 -2.9465
H -6.7592 -3.0433 -2.7565
H -6.6673 -3.9206 -1.2104
H -7.3108 -4.7116 -2.6687
H -8.6113 -2.3355 -1.2260
H -9.1777 -4.0146 -1.1290
H -9.4610 -3.9459 -3.4109
C 0.8335 -3.7106 -1.6596
C -0.5592 -3.2293 -1.3089
O -1.3174 -3.0337 -2.4933
H 1.3408 -2.9846 -2.3034
H 1.4327 -3.8619 -0.7572
H 0.7892 -4.6528 -2.2155
H -0.5113 -2.2767 -0.7728
H -1.0777 -3.9558 -0.6759
H -1.3610 -3.8872 -2.9578
C -12.9101 3.9364 1.0075
C -12.0020 2.8272 0.5184
O -11.1389 2.4097 1.5657
H -12.3207 4.7899 1.3583
H -13.5791 4.2729 0.2103
H -13.5144 3.5970 1.8551
H -11.3845 3.1772 -0.3141
H -12.5837 1.9651 0.1780
H -11.6968 2.0931 2.2968

Its HOMO energy is -0.2896 hartree. Its multiplicity is 1. Its total charge is 0. The calculation puts the energy above the lowest of the compared OMol25 structures with the same formula, charge and spin at 644.33 kcal per mole. The SMILES is C#CCc1c(CCOC(C)=O)c(Cl)c(CCCI)c2c1Nc1c(CC(C)C)c(CCCCCCCCOC)c(Br)c(Br)c1S2.CCO.CCO.CCO.CCO.CCO.CCO.CCO.CCO. Its HOMO-LUMO gap is 7.38 eV.

Results of the Mulliken charge analysis, in e, for atoms 1 through 8: atom 1 (C): -0.657, atom 2 (C): -0.087, atom 3 (C): -0.347, atom 4 (C): -0.046, atom 5 (C): 0.279, atom 6 (C): -0.774, atom 7 (C): -0.415, atom 8 (O): -0.318

Below is a structure of composition C40H36BrIN4O9S4Ta at a distorted geometry, with properties calculated with ωB97M-V/def2-TZVPD.

Cartesian coordinates (Å):
Ta -1.5148 0.0274 0.3567
O -2.4696 -0.5142 4.2063
S -2.6198 -0.6962 2.8033
O -2.4484 0.5400 1.9849
O -1.6586 -1.6299 2.2160
C -4.3750 -0.9568 2.5300
C -5.1679 -1.3996 3.5714
C -6.5482 -1.2744 3.4756
C -7.1352 -0.6974 2.3584
C -6.3450 -0.2739 1.2986
C -4.9700 -0.3740 1.4022
S -3.9902 -0.1702 -0.0730
O -4.8471 -0.4021 -1.1838
O -3.1715 1.0470 -0.2032
O -2.9992 -1.2497 0.1585
H -4.7042 -1.8195 4.4531
H -7.1719 -1.6256 4.2855
H -8.2079 -0.5801 2.2996
H -6.7723 0.1308 0.3914
C 4.1856 -4.1020 -1.7582
C 4.0167 -3.1121 -0.6090
N 3.5112 -1.8242 -1.0864
C 4.4997 -0.8190 -1.4654
C 4.8639 0.0843 -0.2905
C 2.2034 -1.5724 -1.1332
S 1.5675 -0.1052 -1.7057
N 1.3948 -2.6099 -0.7677
C 0.1556 -2.5869 -0.4103
O -0.5219 -1.4862 -0.0974
C -0.5211 -3.9083 -0.3800
C -1.8896 -4.0458 -0.1530
C -2.5057 -5.2763 -0.3150
C -1.7644 -6.3864 -0.6861
C -0.3907 -6.2731 -0.8500
C 0.2286 -5.0483 -0.6909
H 4.6468 -5.0197 -1.3948
H 4.8198 -3.6862 -2.5411
H 3.2130 -4.3370 -2.1891
H 4.9775 -2.9324 -0.1250
H 3.3233 -3.5111 0.1265
H 4.0726 -0.2159 -2.2626
H 5.3808 -1.3445 -1.8342
H 3.9643 0.5562 0.1043
H 5.5596 0.8534 -0.6231
H 5.3283 -0.4837 0.5161
H -2.4686 -3.1922 0.1454
H -3.5746 -5.3588 -0.1688
H -2.2573 -7.3362 -0.8434
H 0.2002 -7.1373 -1.1209
H 1.2959 -4.9483 -0.8121
C 3.6845 6.6220 0.2245
C 2.5062 5.6977 0.1252
C 2.6778 4.3764 -0.2805
C 1.6043 3.5063 -0.3768
C 0.3393 3.9763 -0.0652
C 0.1362 5.2941 0.3223
C 1.2186 6.1496 0.4133
S -1.0684 2.9029 0.0293
O -1.0194 2.2924 1.3511
O -2.2343 3.6410 -0.3294
N -0.8019 1.5572 -0.8857
C -1.1417 1.7209 -2.2476
C -0.9512 2.8761 -2.9699
C -1.3944 2.9685 -4.3002
C -1.9957 1.9106 -4.9192
C -2.1566 0.6926 -4.2267
C -2.7097 -0.4731 -4.7963
C -2.8032 -1.6133 -4.0482
C -2.3949 -1.5817 -2.7072
N -1.8734 -0.5176 -2.1442
C -1.7319 0.6082 -2.8826
H 4.6143 6.0877 0.0406
H 3.7286 7.0872 1.2093
H 3.6006 7.4209 -0.5139
H 3.6711 4.0185 -0.5188
H 1.7559 2.4866 -0.7078
H -0.8672 5.6272 0.5532
H 1.0594 7.1783 0.7101
H -0.4851 3.7285 -2.4979
H -1.2527 3.9010 -4.8288
H -2.3557 1.9849 -5.9367
H -3.0404 -0.4522 -5.8271
H -3.1882 -2.5339 -4.4617
H -2.4832 -2.4625 -2.0833
Br 0.9521 3.3030 3.4689
C 2.1887 1.9457 3.8869
C 3.0600 2.1403 4.9517
C 4.0401 1.2013 5.2202
C 4.1577 0.0728 4.4244
C 3.2681 -0.1407 3.3864
C 2.2768 0.7900 3.1218
I 1.0447 0.3455 1.2609
H 2.9677 3.0377 5.5465
H 4.7182 1.3658 6.0458
H 4.9488 -0.6419 4.6038
H 3.3308 -1.0149 2.7501

Its HOMO energy is -0.3731 hartree. Its multiplicity is 1. Its total charge is +1. The calculation puts the energy above the lowest of the compared OMol25 structures with the same formula, charge and spin at 88.52 kcal per mole. Its HOMO-LUMO gap is 6.81 eV.

Results of the Mulliken charge analysis, in e, for atoms 1 through 8: atom 1 (Ta): 0.180, atom 2 (O): -0.703, atom 3 (S): 1.417, atom 4 (O): -0.619, atom 5 (O): -0.541, atom 6 (C): 0.225, atom 7 (C): -0.749, atom 8 (C): -0.685

Below is a cluster of 2 separate species, C8H9FN3O2 in total at a distorted geometry, with properties calculated with ωB97M-V/def2-TZVPD.

Cartesian coordinates (Å):
C -0.6417 -1.2944 2.4761
C 0.6814 -1.1265 2.3362
C -1.5754 -0.6867 1.5620
C -1.0024 -0.0592 0.4056
C 0.3575 -0.0917 0.2144
C 1.6326 0.4389 -2.8175
C 1.6197 1.8823 -2.2410
C 1.8168 0.7385 -1.4091
N 1.1401 -0.5692 1.2139
N -2.8564 -0.9196 1.7437
N -1.8277 0.4167 -0.6662
O -3.0569 0.4482 -0.6151
O -1.1556 0.7850 -1.6146
F 2.9984 0.5414 -0.7984
H -1.0258 -1.9132 3.3665
H 1.3245 -1.5445 3.1800
H 0.6238 0.1941 -3.0869
H 2.4201 -0.0522 -3.4769
H 2.3930 2.5069 -2.4310
H 0.6207 2.4646 -2.1822
H 2.1592 -0.6001 1.0420
H -3.1929 -1.1978 2.6709
H -3.4531 -0.3613 1.1272

Its HOMO energy is -0.5052 hartree. Its multiplicity is 1. Its total charge is +1. The calculation puts the energy above the lowest of the compared OMol25 structures with the same formula, charge and spin at 1.25 kcal per mole. Its HOMO-LUMO gap is 9.35 eV.

Results of the Mulliken charge analysis, in e, for atoms 1 through 8: atom 1 (C): -0.576, atom 2 (C): -0.446, atom 3 (C): 0.931, atom 4 (C): -0.218, atom 5 (C): 0.138, atom 6 (C): -0.510, atom 7 (C): -0.716, atom 8 (C): 0.873